Run 1
Formula: C3H5FS
Source: OMol25
Level of theory: ωB97M-V with the def2-TZVPD basis set

**SMILES string**: F[C@H]1C[C@@H]1S
**HOMO level**: -9.24 eV

Last columns: bonded neighbours and bond lengths (Å).
CARTESIAN COORDINATES (ANGSTROEM)
1 H -1.141 -1.354 0.414  C5 1.045
2 H -0.725 1.133 -1.282  C9 1.083
3 S 1.706 1.016 0.808  C4 1.731, H10 1.346
4 C 0.614 -0.071 0.020  S3 1.731, C5 1.484, H6 1.144, C9 1.447
5 C -0.791 -0.369 0.392  H1 1.045, C4 1.484, H8 1.059, C9 1.460
6 H 1.087 -0.989 -0.472  C4 1.144
7 F -0.505 -0.703 -1.985  C9 1.352
8 H -1.305 0.394 0.916  C5 1.059
9 C -0.454 0.144 -0.933  H2 1.083, C4 1.447, C5 1.460, F7 1.352
10 H 1.515 0.797 2.123  S3 1.346


Run 2
Formula: C3H5FS
Source: OMol25
Level of theory: ωB97M-V with the def2-TZVPD basis set

**SMILES string**: C=C(F)CS
**HOMO level**: -9.27 eV

Last columns: bonded neighbours and bond lengths (Å).
CARTESIAN COORDINATES (ANGSTROEM)
1 S -0.480 -2.121 0.782  H7 1.255, C8 1.831
2 H 1.095 -0.381 1.209  C8 1.129
3 C -0.041 0.342 -0.508  F6 1.364, C8 1.515, C9 1.357
4 H -0.656 0.094 1.647  C8 1.160
5 H -0.509 2.371 -0.150  C9 1.119
6 F 0.376 -0.665 -1.329  C3 1.364
7 H 0.555 -2.718 0.400  S1 1.255
8 C 0.031 -0.364 0.832  S1 1.831, H2 1.129, C3 1.515, H4 1.160
9 C -0.310 1.601 -0.936  C3 1.357, H5 1.119, H10 1.067
10 H -0.062 1.842 -1.946  C9 1.067


From most stable to least stable, the computed energies give run 2, run 1.